Entry from OMol25: a structure of composition C26H45F5N8O7PRbSSe in a non-equilibrium geometry (ωB97M-V with the def2-TZVPD basis set).

Summary:
LUMO energy in eV: 3.63
Net charge: -2
Relative energy (zero: lowest compared OMol25 entry of this formula, charge and spin) in eV: 0.1465

Geometry (Å):
Rb  -9.675  -20.559  0.354
O  -6.662  -23.924  2.015
S  -7.468  -22.849  1.306
O  -6.605  -22.047  0.437
O  -8.015  -21.897  2.401
O  -8.651  -23.464  0.650
C  -11.518  -23.531  1.316
N  -11.374  -23.138  2.753
C  -10.459  -23.935  3.552
C  -11.640  -21.852  3.134
N  -11.627  -20.906  2.272
C  -12.523  -19.834  2.509
C  -13.823  -20.056  2.928
C  -14.766  -19.046  3.023
C  -14.370  -17.735  2.754
C  -13.069  -17.439  2.374
C  -12.078  -18.487  2.262
N  -10.752  -18.203  1.961
C  -10.132  -17.118  2.371
N  -10.399  -16.512  3.576
C  -10.530  -15.037  3.529
C  -10.828  -17.280  4.729
N  -9.176  -16.546  1.599
C  -7.985  -15.956  2.153
C  -9.277  -16.855  0.201
N  -11.965  -21.744  4.478
C  -12.611  -22.771  5.288
C  -11.675  -20.506  5.153
H  -11.906  -24.607  1.294
H  -10.540  -23.583  0.824
H  -12.194  -22.814  0.821
H  -10.129  -23.383  4.449
H  -9.540  -24.319  3.037
H  -11.055  -24.769  3.970
H  -14.051  -21.091  3.020
H  -15.806  -19.252  3.237
H  -15.144  -16.980  2.778
H  -12.711  -16.402  2.181
H  -10.748  -14.662  2.545
H  -9.694  -14.457  3.916
H  -11.408  -14.768  4.173
H  -10.240  -18.180  4.993
H  -11.869  -17.638  4.641
H  -10.721  -16.618  5.580
H  -8.029  -15.955  3.266
H  -7.746  -14.899  1.857
H  -7.077  -16.526  1.880
H  -9.875  -17.811  0.043
H  -8.279  -17.070  -0.201
H  -9.709  -16.077  -0.379
H  -12.791  -23.614  4.605
H  -13.572  -22.512  5.682
H  -11.935  -23.009  6.196
H  -11.356  -19.716  4.492
H  -10.893  -20.543  5.906
H  -12.601  -20.099  5.666
F  -12.033  -17.967  -1.626
C  -11.697  -17.185  -2.809
F  -12.556  -16.096  -2.763
C  -12.314  -18.032  -3.921
F  -12.496  -17.293  -5.020
F  -11.467  -19.077  -4.245
F  -13.532  -18.653  -3.611
C  -5.636  -16.945  -1.497
N  -6.517  -17.308  -2.563
C  -7.220  -16.367  -3.367
C  -7.929  -17.067  -4.232
N  -7.557  -18.410  -4.078
C  -8.038  -19.494  -4.866
C  -6.779  -18.572  -2.960
Se  -6.347  -20.152  -2.221
H  -6.011  -16.029  -0.988
H  -4.605  -16.735  -1.803
H  -5.617  -17.760  -0.788
H  -7.148  -15.293  -3.188
H  -8.699  -16.782  -4.967
H  -7.189  -20.176  -5.148
H  -8.498  -19.083  -5.772
H  -8.773  -20.107  -4.307
C  -5.763  -21.749  4.103
O  -6.046  -20.365  4.265
P  -7.574  -19.728  4.108
O  -7.254  -18.804  2.781
C  -6.333  -19.191  1.737
O  -7.339  -18.464  5.211
C  -6.234  -17.551  5.244
H  -6.567  -22.421  4.047
H  -5.055  -22.087  4.886
H  -5.190  -21.992  3.213
H  -6.776  -18.759  0.853
H  -6.265  -20.300  1.671
H  -5.357  -18.810  2.025
H  -6.020  -17.140  4.341
H  -5.204  -18.005  5.613
H  -6.428  -16.654  5.802

Results of the Mulliken charge analysis, in e, for atoms 1 through 5:
1. Rb 0.63
2. O -0.84
3. S 1.15
4. O -0.63
5. O -0.80

=====

Entry from OMol25: a cluster of 2 separate species, C26H45NO9S in total in a non-equilibrium geometry (ωB97M-V with the def2-TZVPD basis set).

Summary:
LUMO energy in eV: 0.22

Geometry (Å):
C  -2.069  1.668  5.746
C  -1.103  1.631  5.033
C  0.087  1.630  4.184
C  -0.187  2.217  2.773
C  0.390  1.388  1.615
C  -0.448  0.166  1.203
O  -0.357  -0.755  2.308
C  0.059  -0.613  -0.061
C  1.541  -0.316  -0.358
C  2.124  -1.216  -1.452
C  3.623  -1.035  -1.676
C  4.129  -1.953  -2.804
C  4.669  -3.323  -2.353
C  3.872  -4.019  -1.250
C  2.653  -4.802  -1.775
C  -0.762  -0.475  -1.352
C  -0.621  0.791  -2.166
C  -0.364  2.052  -1.739
O  -2.198  -0.676  -1.222
S  -2.771  -0.857  0.236
O  -2.429  -2.128  0.796
O  -4.178  -0.587  0.195
C  -1.959  0.484  1.167
O  -2.209  1.733  0.612
C  -3.498  2.265  0.925
C  -4.448  2.423  -0.300
N  -3.843  1.885  -1.519
C  -4.807  1.747  -2.618
C  -5.832  0.652  -2.385
C  -5.335  -0.739  -2.827
O  -6.991  1.030  -3.152
H  -2.809  1.935  6.460
H  0.537  0.641  4.135
H  0.809  2.274  4.695
H  -1.236  2.465  2.650
H  0.348  3.168  2.749
H  1.354  1.006  1.963
H  0.611  2.056  0.789
H  0.506  -1.181  2.271
H  0.039  -1.670  0.209
H  1.716  0.723  -0.613
H  2.068  -0.559  0.570
H  1.641  -0.936  -2.395
H  1.830  -2.253  -1.269
H  4.206  -1.142  -0.760
H  3.756  -0.005  -2.015
H  3.324  -2.054  -3.538
H  4.928  -1.426  -3.330
H  5.711  -3.196  -2.057
H  4.630  -3.981  -3.226
H  4.540  -4.750  -0.787
H  3.563  -3.353  -0.445
H  2.215  -4.315  -2.649
H  2.906  -5.836  -1.995
H  1.867  -4.782  -1.018
H  -0.424  -1.283  -2.003
H  -0.813  0.652  -3.231
H  0.561  2.358  -1.263
H  -1.067  2.862  -1.925
H  -2.364  0.403  2.179
H  -3.312  3.277  1.293
H  -3.977  1.707  1.728
H  -5.377  1.917  -0.059
H  -4.625  3.494  -0.460
H  -3.174  2.579  -1.823
H  -4.228  1.467  -3.502
H  -5.282  2.710  -2.852
H  -6.128  0.587  -1.338
H  -5.402  -1.437  -1.995
H  -6.012  -1.103  -3.602
H  -4.330  -0.719  -3.241
H  -7.676  0.388  -2.945
O  3.934  1.333  0.464
C  4.310  1.061  1.555
O  4.496  1.954  2.556
C  4.719  1.227  3.769
C  5.230  -0.105  3.257
O  4.604  -0.196  1.973
H  5.434  1.748  4.400
H  3.771  1.134  4.303
H  6.313  -0.114  3.122
H  4.942  -0.944  3.884

Results of the Mulliken charge analysis, in e, for atoms 1 through 5:
1. C -0.04
2. C -0.98
3. C -0.16
4. C -1.25
5. C -1.59

=====

Entry from OMol25: a structure of composition C26H46BN8PtS3Te (ωB97M-V with the def2-TZVPD basis set).

Summary:
Expectation value of S²: 2.01
LUMO energy (alpha / beta) in eV: -1.61 / -3.38
2S+1: 3
Net charge: +1
Relative energy (zero: lowest compared OMol25 entry of this formula, charge and spin) in eV: 0.0214

Geometry (Å):
Pt  0.526  0.622  0.671
C  4.077  -0.834  -0.408
C  3.772  -1.986  -1.365
C  4.879  -2.051  -2.414
C  3.703  -3.334  -0.650
N  2.467  -1.721  -2.052
C  2.324  -1.520  -3.412
C  1.018  -1.289  -3.647
N  0.351  -1.343  -2.447
B  -1.163  -1.012  -2.418
N  -1.923  -1.613  -1.204
C  -2.378  -2.907  -1.278
C  -3.000  -3.202  -0.121
N  -2.928  -2.079  0.680
C  -2.248  -1.120  0.006
S  -1.879  0.476  0.589
C  -3.532  -1.988  2.052
C  -2.421  -1.765  3.074
C  -4.575  -0.874  2.073
C  -4.232  -3.307  2.370
N  -1.465  0.499  -2.573
C  -2.701  0.846  -3.069
C  -2.834  2.177  -2.951
N  -1.673  2.664  -2.375
C  -0.839  1.615  -2.156
S  0.772  1.640  -1.506
C  -1.599  4.130  -2.061
C  -2.792  4.456  -1.158
C  -1.679  4.891  -3.384
C  -0.334  4.538  -1.328
C  1.243  -1.610  -1.482
S  0.858  -1.722  0.202
H  5.053  -1.004  0.049
H  3.329  -0.755  0.377
H  4.114  0.110  -0.955
H  5.817  -2.249  -1.897
H  4.991  -1.110  -2.951
H  4.720  -2.860  -3.128
H  4.676  -3.550  -0.207
H  3.470  -4.129  -1.360
H  2.952  -3.334  0.135
H  3.146  -1.569  -4.097
H  0.500  -1.092  -4.568
H  -1.631  -1.545  -3.390
H  -2.234  -3.501  -2.162
H  -3.502  -4.098  0.180
H  -1.921  -0.813  2.934
H  -1.680  -2.564  2.998
H  -2.854  -1.794  4.075
H  -4.134  0.102  1.891
H  -5.052  -0.858  3.053
H  -5.345  -1.062  1.323
H  -3.539  -4.149  2.390
H  -5.043  -3.522  1.674
H  -4.667  -3.217  3.364
H  -3.372  0.108  -3.469
H  -3.641  2.820  -3.242
H  -3.749  4.297  -1.652
H  -2.742  5.506  -0.871
H  -2.766  3.844  -0.256
H  -2.609  4.693  -3.915
H  -0.845  4.621  -4.033
H  -1.630  5.962  -3.188
H  -0.230  4.004  -0.385
H  -0.423  5.606  -1.122
H  0.561  4.371  -1.921
C  1.996  -3.290  3.476
N  2.137  -1.899  3.898
C  3.392  -1.494  4.522
C  1.329  -0.990  3.416
N  0.606  -0.183  2.999
H  2.746  -3.536  2.720
H  1.007  -3.441  3.052
H  2.123  -3.938  4.342
H  4.231  -1.679  3.847
H  3.536  -2.060  5.442
H  3.351  -0.434  4.762
C  2.745  4.061  0.691
Te  2.060  2.556  2.015
C  0.365  3.596  2.774
H  2.653  5.021  1.192
H  2.167  4.036  -0.225
H  3.791  3.860  0.478
H  -0.075  4.158  1.954
H  0.667  4.260  3.578
H  -0.337  2.847  3.132

Results of the natural (NBO) charge analysis, in e, for atoms 1 through 5:
1. Pt 0.60
2. C -0.63
3. C 0.15
4. C -0.62
5. C -0.63

=====

Entry from OMol25: a structure of composition C26H46BrF6N4O7P in a non-equilibrium geometry (ωB97M-V with the def2-TZVPD basis set).

Summary:
LUMO energy in eV: -2.75

Geometry (Å):
C  6.695  -0.223  2.435
C  5.453  -1.028  1.967
O  4.508  -1.141  2.703
O  5.457  -1.646  0.732
C  5.525  -0.691  -0.353
C  4.270  -0.700  -1.270
C  2.909  -0.818  -0.495
C  2.140  -2.070  -1.021
C  1.414  -1.879  -2.392
C  0.514  -0.581  -2.440
C  -0.714  -0.814  -1.487
C  -2.005  -0.189  -2.063
C  -3.284  -0.486  -1.201
C  -3.578  -1.998  -0.970
N  -2.993  -2.890  -2.035
C  -3.740  -2.793  -3.025
O  -4.260  -2.468  -4.015
C  -3.245  -2.510  0.454
O  -1.875  -2.491  0.734
C  -1.537  -3.084  1.991
C  -0.187  -3.832  1.862
C  0.201  -4.509  3.234
O  -0.230  -4.782  0.807
N  -4.022  -1.621  1.384
C  -3.423  -0.349  1.252
N  -3.038  0.239  2.359
C  -2.415  1.565  2.439
C  -0.885  1.517  2.820
C  -0.501  2.762  3.697
C  0.315  3.780  2.811
C  -0.486  4.305  1.584
C  -1.797  5.088  1.946
O  -1.648  6.500  1.639
C  -2.040  6.771  0.327
C  -1.176  6.360  -0.894
O  -3.070  7.357  0.147
N  -3.242  0.354  0.043
Br  -4.754  1.529  -0.017
H  6.484  0.860  2.523
H  7.473  -0.330  1.644
H  7.070  -0.667  3.374
H  5.729  0.337  0.025
H  6.403  -0.976  -0.977
H  4.272  0.281  -1.801
H  4.382  -1.472  -2.060
H  3.108  -0.965  0.591
H  2.341  0.128  -0.578
H  2.911  -2.864  -1.173
H  1.465  -2.484  -0.232
H  0.794  -2.793  -2.547
H  2.145  -1.900  -3.231
H  0.185  -0.491  -3.514
H  1.083  0.337  -2.199
H  -0.775  -1.917  -1.370
H  -0.483  -0.420  -0.466
H  -2.221  -0.542  -3.092
H  -1.845  0.911  -2.152
H  -4.121  -0.100  -1.818
H  -4.682  -2.117  -1.067
H  -3.645  -3.541  0.536
H  -2.336  -3.715  2.437
H  -1.326  -2.240  2.699
H  0.646  -3.128  1.632
H  0.721  -5.470  3.043
H  -0.741  -4.672  3.801
H  0.912  -3.887  3.815
H  0.656  -4.892  0.433
H  -3.957  -1.957  2.343
H  -3.184  -0.244  3.243
H  -2.922  2.102  3.275
H  -2.560  2.192  1.547
H  -0.676  0.565  3.350
H  -0.329  1.562  1.859
H  -1.378  3.304  4.102
H  0.114  2.409  4.550
H  1.220  3.246  2.462
H  0.562  4.645  3.466
H  0.173  5.030  1.061
H  -0.740  3.521  0.840
H  -2.623  4.726  1.284
H  -2.136  4.941  2.987
H  -0.106  6.354  -0.616
H  -1.479  5.328  -1.172
H  -1.408  7.041  -1.728
F  1.248  -0.030  -5.663
P  0.796  -1.225  -6.694
F  2.004  -2.104  -6.026
F  -0.130  -1.774  -5.451
F  -0.513  -1.842  -7.447
F  1.644  -1.737  -7.991
F  0.521  0.139  -7.548

Results of the Mulliken charge analysis, in e, for atoms 1 through 5:
1. C -1.00
2. C 0.71
3. O -0.53
4. O -0.30
5. C -0.62

=====

Entry from OMol25: a structure of composition C26H46F6GeO6P2Ru (ωB97M-V with the def2-TZVPD basis set).

Summary:
Expectation value of S²: 8.77
LUMO energy (alpha / beta) in eV: 2.47 / 2.32
2S+1: 6
Net charge: -1
Relative energy (zero: lowest compared OMol25 entry of this formula, charge and spin) in eV: 0.0000

Geometry (Å):
Ru  -0.506  2.037  -0.036
C  4.995  1.762  -0.850
C  4.328  0.434  -1.167
C  5.328  -0.635  -1.571
O  3.652  -0.001  0.011
P  2.027  -0.176  0.132
O  1.341  1.090  -0.434
C  1.790  -1.201  -1.601
P  0.324  -2.165  -1.454
O  -0.895  -1.460  -1.021
O  0.150  -2.881  -2.886
C  -1.174  -3.128  -3.405
C  -1.802  -4.320  -2.710
C  -1.019  -3.333  -4.898
O  0.665  -3.362  -0.446
C  1.759  -4.265  -0.697
C  1.221  -5.676  -0.567
C  2.877  -3.968  0.285
O  1.978  0.274  1.765
C  2.502  -0.648  2.712
C  3.576  0.065  3.517
C  1.373  -1.184  3.574
H  5.521  2.148  -1.726
H  5.713  1.636  -0.037
H  4.243  2.485  -0.543
H  3.600  0.600  -1.966
H  6.040  -0.795  -0.759
H  5.879  -0.333  -2.463
H  4.834  -1.585  -1.775
H  2.653  -1.827  -1.817
H  1.627  -0.455  -2.377
H  -1.776  -2.238  -3.205
H  -1.212  -5.221  -2.893
H  -2.810  -4.482  -3.093
H  -1.867  -4.149  -1.636
H  -0.391  -4.202  -5.099
H  -0.559  -2.460  -5.358
H  -1.996  -3.496  -5.357
H  2.119  -4.112  -1.721
H  0.810  -5.824  0.433
H  2.019  -6.402  -0.730
H  0.430  -5.854  -1.294
H  2.520  -4.105  1.307
H  3.224  -2.939  0.184
H  3.720  -4.640  0.111
H  2.964  -1.493  2.182
H  3.141  0.918  4.041
H  4.355  0.435  2.851
H  4.023  -0.607  4.254
H  0.890  -0.366  4.112
H  1.753  -1.902  4.304
H  0.619  -1.670  2.956
C  -2.648  4.305  2.126
Ge  -3.411  3.847  0.376
C  -5.259  3.246  0.645
C  -3.543  5.485  -0.710
C  -2.327  2.551  -0.564
H  -2.979  5.298  2.433
H  -1.559  4.308  2.070
H  -2.963  3.584  2.879
H  -5.813  4.006  1.199
H  -5.292  2.309  1.204
H  -5.750  3.093  -0.317
H  -4.370  6.114  -0.375
H  -3.710  5.213  -1.753
H  -2.614  6.050  -0.655
H  -2.530  2.527  -1.639
F  -0.284  4.931  -0.012
C  0.040  3.906  -0.900
F  -0.572  4.256  -2.091
C  1.537  4.146  -1.183
F  1.781  5.401  -1.622
F  2.278  3.970  -0.078
F  2.000  3.310  -2.127
F  -6.546  -0.350  2.815
C  -5.250  -0.053  2.515
C  -4.496  0.648  3.430
C  -3.174  0.935  3.114
C  -2.606  0.543  1.901
C  -1.196  0.816  1.579
C  -3.416  -0.161  1.001
C  -4.732  -0.466  1.302
H  -4.935  0.957  4.370
H  -2.564  1.472  3.831
H  -0.763  0.006  0.961
H  -0.570  0.972  2.462
H  -2.983  -0.485  0.062
H  -5.358  -1.015  0.610

Results of the natural (NBO) charge analysis, in e, for atoms 1 through 5:
1. Ru 1.04
2. C -0.62
3. C 0.10
4. C -0.62
5. O -0.85